i | The following is a quantum chemistry calculation of a single C3H3NO2S molecule, from the OMol25 dataset.

Structure (ORCA input):
```
! wB97M-V def2-TZVPD RIJCOSX def2/J DEFGRID3
* xyz 0 1
O 1.93895 -0.52922 0.01639
C 0.67072 -0.61505 -0.06840
O 0.15200 -1.74042 -0.33053
C -1.22340 -1.54626 -0.51234
N -1.56126 -0.33189 -0.28367
C -0.33871 0.34886 -0.06788
S 0.01868 1.95206 0.46281
H 2.23259 0.41962 -0.02306
H -1.99222 -2.32668 -0.55229
H -0.98968 2.02916 1.56096
*
```

Properties
**HOMO energy**: -8.241 eV
**Orbital gap**: 8.58 eV

Mulliken atomic charge list, values in e, 5 entries: O -0.48; C 0.76; O -0.33; C -0.04; N -0.46

***

ii | The following is a quantum chemistry calculation of a single C3H3NO2S molecule, from the OMol25 dataset.

Structure (ORCA input):
```
! wB97M-V def2-TZVPD RIJCOSX def2/J DEFGRID3
* xyz 0 1
N -0.90459 -0.48771 1.53608
C -0.31544 0.19360 0.58753
S -0.85288 1.76602 0.26464
C 0.49580 -0.59203 -0.49088
O 0.29467 -1.76649 -0.59326
C 1.08008 0.45804 -1.47427
O 2.14032 0.96866 -1.54153
H -0.38872 -1.23877 1.88285
H -1.74746 -0.12565 2.00285
H 0.19823 0.82433 -2.17401
*
```

Properties
**HOMO energy**: -8.937 eV
**Orbital gap**: 7.82 eV

Mulliken atomic charge list, values in e, 5 entries: N -0.33; C 0.27; S -0.30; C 0.57; O -0.46

***

iii | The following is a quantum chemistry calculation of a single C3H3NO2S molecule, from the OMol25 dataset.

Structure (ORCA input):
```
! wB97M-V def2-TZVPD RIJCOSX def2/J DEFGRID3
* xyz 0 1
C 0.31221 0.18773 -0.73678
C 0.07497 -1.13846 -0.73606
C 0.00915 1.02569 0.38991
N 0.27109 2.23059 0.50884
O 0.27674 3.14228 1.27015
O -1.11594 -3.16422 0.22539
S -0.52671 -1.92144 0.70395
H 0.76893 0.83498 -1.49198
H 0.38355 -1.88301 -1.47316
H -0.45399 0.68586 1.33975
*
```

Properties
**HOMO energy (spin up / spin down)**: -8.430 / -9.660 eV
**Orbital gap (spin up / spin down)**: 7.60 / 8.21 eV

Mulliken atomic charge list, values in e, 5 entries: C -0.11; C -0.38; C -0.12; N 0.23; O -0.46

***

Quick one: least stable of them? iii

***

i | The following is a quantum chemistry calculation of 2 unconnected molecules or ions with the total composition C6H15NO3, from the OMol25 dataset.

Structure (ORCA input):
```
! wB97M-V def2-TZVPD RIJCOSX def2/J DEFGRID3
* xyz 0 1
C -1.36687 0.07415 1.22705
C -1.15084 -0.78202 -0.00349
C -1.41420 -0.08600 -1.30117
C -1.79653 -2.14996 0.13087
O 0.43254 -0.95810 -0.35352
O 1.37326 -1.51934 0.56684
H -2.43914 0.17222 1.40105
H -0.96027 1.07160 1.08503
H -0.91671 -0.39755 2.09960
H -1.53672 0.98659 -1.18442
H -0.38865 -0.25487 -1.78773
H -2.17978 -0.57041 -1.90130
H -1.58033 -2.77021 -0.73744
H -1.44427 -2.65064 1.03182
H -2.87755 -2.03113 0.20147
H 1.51352 -2.41494 0.22921
C 2.21381 1.66441 -1.12106
C 1.37065 1.92335 0.10695
N 1.84153 1.33703 1.23812
O 0.38989 2.64431 0.10646
H 1.71167 2.06880 -1.99539
H 2.37187 0.59543 -1.24721
H 3.18091 2.15215 -1.00527
H 1.25652 1.39548 2.05685
H 2.39567 0.49966 1.15669
*
```

Properties
**HOMO energy**: -9.538 eV
**Orbital gap**: 10.19 eV

Mulliken atomic charge list, values in e, 5 entries: C -1.58; C 2.02; C -1.46; C -1.80; O -0.34

***

ii | The following is a quantum chemistry calculation of 2 unconnected molecules or ions with the total composition C6H15NO3, from the OMol25 dataset.

Structure (ORCA input):
```
! wB97M-V def2-TZVPD RIJCOSX def2/J DEFGRID3
* xyz 0 1
C 1.06701 0.61988 1.83356
C 1.33858 0.37704 0.34867
C 1.03417 1.64128 -0.46440
N 2.71283 -0.09106 0.19417
C 0.45486 -0.79064 -0.14955
O 0.77207 -1.97507 0.51042
O 0.62035 -0.91087 -1.53072
H 0.04779 0.96806 1.98097
H 1.75287 1.37056 2.21936
H 1.20865 -0.30256 2.39007
H 1.21743 1.45479 -1.51748
H -0.00395 1.93150 -0.34162
H 1.66736 2.46085 -0.13147
H 3.36621 0.63104 0.47653
H 2.87812 -0.29931 -0.78584
H -0.59731 -0.58415 0.10142
H 1.74027 -2.03472 0.51393
H -0.11957 -1.41038 -1.90609
C -3.26441 0.12895 -0.33431
C -2.67278 -1.16120 -0.80652
O -2.15288 -1.33676 -1.87607
H -4.34910 0.02004 -0.32281
H -2.94533 0.34185 0.68336
H -2.99365 0.94483 -1.00014
H -2.77962 -1.99389 -0.08536
*
```

Properties
**HOMO energy**: -9.627 eV
**Orbital gap**: 10.43 eV

Mulliken atomic charge list, values in e, 5 entries: C -1.75; C 1.72; C -1.70; N -0.79; C 0.67

***

Quick one: least stable of them? i

***

i | The following is a quantum chemistry calculation of 2 unconnected molecules or ions with the total composition C2H6O, from the OMol25 dataset.

Structure (ORCA input):
```
! wB97M-V def2-TZVPD RIJCOSX def2/J DEFGRID3
* xyz 0 1
C 0.36029 2.52729 -1.84833
C 0.40829 1.28731 -1.38805
H -0.60511 2.98439 -2.00231
H 1.18188 3.20698 -2.02723
H -0.50847 0.71322 -1.39977
H 1.28729 0.80333 -0.97933
O -0.34204 -3.99074 3.19049
H -0.60760 -3.11359 3.50571
H -1.17454 -4.41820 2.94882
*
```

Properties
**HOMO energy**: -10.120 eV
**Orbital gap**: 11.08 eV

Mulliken atomic charge list, values in e, 5 entries: C -0.46; C -0.41; H 0.19; H 0.24; H 0.20

***

ii | The following is a quantum chemistry calculation of a single C2H6O molecule, from the OMol25 dataset.

Structure (ORCA input):
```
! wB97M-V def2-TZVPD RIJCOSX def2/J DEFGRID3
* xyz 0 1
C 0.19516 -0.89921 -0.12176
C -0.35611 0.43738 0.35799
O 0.47733 1.52822 0.01310
H 1.20817 -1.04198 0.26595
H -0.42895 -1.73191 0.22297
H 0.23842 -0.94503 -1.21662
H -0.41465 0.44269 1.45033
H -1.37544 0.59766 -0.02452
H 0.45607 1.61219 -0.94744
*
```

Properties
**HOMO energy**: -10.375 eV
**Orbital gap**: 11.43 eV

Mulliken atomic charge list, values in e, 5 entries: C -0.93; C -0.25; O -0.51; H 0.26; H 0.30

***

Quick one: least stable of them? i

***

i | The following is a quantum chemistry calculation of a molecular structure, C12H19N2, from the OMol25 dataset.

Structure (ORCA input):
```
! wB97M-V def2-TZVPD RIJCOSX def2/J DEFGRID3
* xyz 1 1
C -2.78966 -1.42631 -0.32249
C -1.47841 -1.64559 0.00716
C -1.85549 0.53129 0.07545
C -2.60117 2.87162 0.10386
C 0.83009 -0.19176 2.12537
C -1.67417 1.93934 0.31304
C 0.79328 -0.07262 0.83162
C -0.75448 -2.92691 0.14766
C 1.40986 -0.54975 -1.54608
C 3.13631 -0.15576 0.21326
C 1.69828 1.73975 -0.58716
C 1.72835 0.23658 -0.27115
N -0.93370 -0.41891 0.22302
N -3.00052 -0.07922 -0.28025
H -3.56081 -2.12269 -0.58007
H -2.39609 3.90343 0.32614
H -3.58027 2.65786 -0.28804
H -0.02453 -0.43171 2.73239
H 1.75499 -0.04401 2.66209
H -0.70928 2.20735 0.71204
H -0.21018 -2.95762 1.08891
H -1.46252 -3.74903 0.11626
H -0.03632 -3.06274 -0.65985
H 1.51236 -1.61826 -1.38128
H 0.40591 -0.33511 -1.90242
H 2.10891 -0.26381 -2.32749
H 3.83898 -0.02310 -0.60541
H 3.16719 -1.19672 0.52338
H 3.45811 0.47203 1.03877
H 0.76461 2.01726 -1.07272
H 2.51162 1.97732 -1.26698
H 1.82664 2.33412 0.31424
H -3.87790 0.38367 -0.46328
*
```

Properties
**HOMO energy**: -12.452 eV
**Orbital gap**: 9.26 eV

Mulliken atomic charge list, values in e, 5 entries: C -0.65; C 0.69; C 0.72; C -1.07; C -0.94

***

ii | The following is a quantum chemistry calculation of a molecular structure, C12H19N2, from the OMol25 dataset.

Structure (ORCA input):
```
! wB97M-V def2-TZVPD RIJCOSX def2/J DEFGRID3
* xyz 1 1
C -1.67439 -1.26846 0.46183
C -0.52245 -1.88684 0.24458
C 1.50032 1.79838 -0.88699
C 2.58801 0.07158 0.33106
C 0.28960 1.72333 0.00083
C -0.46411 0.60950 -0.60346
C -1.76834 0.18839 0.10818
C 0.54498 -1.11200 -0.33083
C 3.94785 -0.00014 0.99340
C -2.14269 0.82891 1.42799
C -2.97032 0.16653 -0.88484
C 0.93267 -1.76897 -1.62048
N 2.42483 0.96184 -0.66856
N 1.76673 -0.95943 0.51045
H -2.48103 -1.94962 0.57684
H -0.13566 -2.92539 0.50651
H 1.53955 2.27235 -1.91308
H 0.58563 1.53213 1.03347
H -0.20754 2.69389 0.00144
H -0.58488 0.65982 -1.74218
H 4.03170 -0.84636 1.76334
H 4.22594 1.02373 1.26217
H 4.80089 -0.32026 0.32118
H -3.20359 0.49998 1.66218
H -2.20052 1.98711 1.46683
H -1.46192 0.75748 2.22155
H -2.74797 -0.58410 -1.67457
H -3.24999 1.19307 -1.14834
H -3.94380 -0.15541 -0.36050
H -0.03338 -2.21548 -2.15942
H 1.53301 -2.60660 -1.54237
H 1.34728 -1.04485 -2.34260
H 1.92168 -1.48740 1.36015
*
```

Properties
**HOMO energy**: -13.012 eV
**Orbital gap**: 8.82 eV

Mulliken atomic charge list, values in e, 5 entries: C -1.02; C -1.02; C -0.25; C 0.64; C -0.75

***

Quick one: least stable of them? ii